Record 1
# C15H23IN5V

A structure of composition C15H23IN5V (wB97M-V/def2-TZVPD, the OMol25 dataset).

The geometry in XYZ format:
```
45
Properties=species:S:1:pos:R:3:nbo_charge:R:1
V -0.031 -0.100 -0.243 1.18
N -0.102 -0.155 2.083 -0.83
C 0.997 0.058 3.049 -0.21
C 2.053 -1.044 2.984 -0.41
C 3.236 -0.800 2.051 -0.41
C 2.980 -0.913 0.560 -0.21
N 2.117 0.180 0.027 -0.86
H -0.801 0.564 2.255 0.37
H -0.559 -1.029 2.333 0.37
H 0.592 0.107 4.063 0.20
H 1.447 1.034 2.845 0.19
H 1.567 -1.993 2.729 0.20
H 2.453 -1.178 3.990 0.23
H 4.013 -1.530 2.288 0.24
H 3.678 0.179 2.271 0.20
H 2.500 -1.863 0.318 0.20
H 3.936 -0.895 0.033 0.21
H 2.366 0.288 -0.957 0.40
H 2.399 1.047 0.479 0.38
N -3.258 -0.009 0.154 -0.56
C -2.768 -1.301 0.039 0.38
C -3.730 -2.329 0.030 -0.26
C -3.322 -3.633 -0.062 -0.13
C -1.953 -3.905 -0.143 -0.26
C -1.080 -2.855 -0.130 0.05
N -1.463 -1.556 -0.045 -0.57
C -2.687 1.253 0.071 0.35
C -3.577 2.345 0.085 -0.25
C -3.083 3.618 -0.008 -0.14
C -1.700 3.792 -0.118 -0.25
C -0.903 2.683 -0.121 0.04
N -1.368 1.413 -0.018 -0.55
H -4.263 0.021 0.209 0.41
H -4.779 -2.071 0.092 0.23
H -4.043 -4.438 -0.073 0.24
H -1.586 -4.917 -0.217 0.24
H -0.011 -3.009 -0.203 0.22
H -4.639 2.158 0.163 0.23
H -3.746 4.472 0.000 0.24
H -1.264 4.776 -0.198 0.24
H 0.175 2.767 -0.203 0.20
I 1.394 -1.757 -2.845 0.02
C 0.191 -0.004 -2.321 -1.01
H -0.735 -0.156 -2.883 0.22
H 0.721 0.815 -2.816 0.20
```

As for the expectation value of S²: 0.78. The gap between HOMO and LUMO (spin up / spin down) comes out at 7.13 / 6.05 eV. As for the multiplicity: 2. As for the total charge: +1. The value obtained for the HOMO energy (spin up / spin down) is -9.7 / -8.7 eV. For the energy above the lowest of the compared OMol25 structures with the same formula, charge and spin, the calculation gives 0.041 eV.

Record 2
# C18H52N6O8

A cluster of 8 separate species, C18H52N6O8 in total (wB97M-V/def2-TZVPD, the OMol25 dataset).

The geometry in XYZ format:
```
84
Properties=species:S:1:pos:R:3:lowdin_charge:R:1
N -1.317 -0.902 -2.251 0.17
C -1.208 0.047 -3.114 -0.68
N -0.500 1.055 -2.699 0.16
O -1.735 0.056 -4.367 -0.09
H -1.890 -1.752 -2.484 0.16
H -0.660 -0.984 -1.495 0.06
H -0.326 1.845 -3.405 0.16
H -0.027 1.074 -1.773 0.09
N 1.140 -1.787 -1.184 0.17
C 0.968 -3.006 -0.705 -0.59
N 0.645 -3.056 0.589 0.11
O 0.943 -4.154 -1.432 -0.08
H 1.493 -1.762 -2.116 0.13
H 1.211 -1.001 -0.528 0.09
H 0.186 -3.962 0.770 0.13
H 0.548 -2.345 1.313 0.06
N 2.335 -2.583 2.645 0.16
C 1.614 -2.193 3.631 -0.70
N 0.430 -2.687 3.536 0.15
O 2.060 -1.360 4.571 -0.07
H 3.232 -2.037 2.549 0.10
H 1.926 -2.941 1.750 0.08
H -0.323 -2.365 4.099 0.12
H 0.269 -3.653 3.259 0.13
C -1.002 -0.303 1.219 -0.01
C -0.304 0.950 0.708 -0.59
C 0.195 1.755 1.931 -0.01
O 0.660 0.828 -0.071 -0.05
H -1.965 0.092 1.598 0.12
H -0.440 -0.844 1.939 0.05
H -1.212 -1.052 0.482 0.04
H -1.041 1.515 0.195 0.11
H -0.564 1.924 2.682 0.08
H 0.667 2.710 1.668 0.07
H 1.011 1.326 2.514 0.08
H 1.270 1.572 -0.126 0.08
C 3.691 -0.063 0.970 -0.03
C 4.963 -0.624 1.585 -0.63
C 5.269 0.026 2.924 -0.02
O 4.959 -1.881 1.779 0.00
H 3.913 1.029 0.985 0.08
H 2.784 -0.319 1.535 0.07
H 3.541 -0.323 -0.097 0.09
H 5.807 -0.453 0.929 0.14
H 6.232 -0.209 3.359 0.09
H 4.480 -0.407 3.512 0.07
H 5.180 1.090 2.940 0.07
H 5.892 -2.059 1.887 0.13
C -4.829 -3.044 0.725 -0.03
C -3.692 -2.422 0.067 -0.72
C -2.482 -3.337 0.046 -0.04
O -3.832 -1.970 -1.075 0.03
H -4.933 -4.024 0.366 0.06
H -5.671 -2.355 0.544 0.10
H -4.636 -3.194 1.829 0.11
H -3.407 -1.619 0.694 0.11
H -2.797 -4.359 -0.295 0.11
H -1.953 -3.509 1.008 0.07
H -1.752 -3.009 -0.696 0.05
H -3.398 -1.088 -1.091 0.08
C 2.816 3.659 -2.264 -0.03
C 2.132 3.915 -0.949 -0.64
C 0.659 4.121 -1.174 -0.02
O 2.333 3.001 -0.123 0.02
H 2.524 2.727 -2.735 0.08
H 3.940 3.671 -2.092 0.11
H 2.556 4.410 -2.974 0.07
H 2.514 4.871 -0.598 0.15
H 0.175 4.152 -0.234 0.07
H 0.131 3.386 -1.767 0.06
H 0.578 5.087 -1.684 0.10
H 3.202 3.119 0.176 0.11
C -3.111 3.000 -1.835 -0.01
C -3.881 1.731 -1.444 -0.61
C -4.578 1.136 -2.675 -0.02
O -3.219 0.800 -0.991 -0.02
H -3.760 3.779 -2.097 0.06
H -2.410 2.817 -2.723 0.11
H -2.657 3.306 -0.969 0.04
H -4.581 1.853 -0.660 0.14
H -5.041 0.223 -2.304 0.08
H -4.063 0.892 -3.549 0.05
H -5.391 1.764 -3.046 0.08
H -2.487 0.681 -1.618 0.07
```

The gap between HOMO and LUMO comes out at 9.31 eV. As for the total charge: 0. The SMILES is NC(N)=O.NC(N)=O.NC(N)=O.CC(C)O.CC(C)O.CC(C)O.CC(C)O.CC(C)O. The value obtained for the HOMO energy is -9.4 eV. For the energy above the lowest of the compared OMol25 structures with the same formula, charge and spin, the calculation gives 8.600 eV.

Record 3
# O2P

The ion O2P with charge -1 (wB97M-V/def2-TZVPD, the OMol25 dataset).

The geometry in XYZ format:
```
3
Properties=species:S:1:pos:R:3:nbo_charge:R:1
O 1.509 -0.049 0.001 -1.16
P -0.323 0.617 -0.003 1.27
O -1.187 -0.568 0.001 -1.11
```

The gap between HOMO and LUMO comes out at 8.49 eV. As for the total charge: -1. The SMILES is O=P[O-]. The value obtained for the HOMO energy is -3.4 eV. For the energy above the lowest of the compared OMol25 structures with the same formula, charge and spin, the calculation gives 2.317 eV.

Record 4
# C62H62F16O13S5

A cluster of 10 separate species, C62H62F16O13S5 in total (wB97M-V/def2-TZVPD, the OMol25 dataset).

The geometry in XYZ format:
```
158
Properties=species:S:1:pos:R:3:lowdin_charge:R:1
C 9.247 -4.913 1.875 -0.06
C 8.335 -3.701 1.529 -0.45
C 9.117 -2.680 0.630 -0.32
F 10.219 -2.386 1.311 0.12
F 9.523 -3.103 -0.591 0.09
F 7.204 -4.124 0.991 0.15
F 8.078 -3.142 2.753 0.10
O 8.403 -5.924 2.417 -0.04
C 8.683 -7.348 2.195 -0.53
C 7.589 -8.256 2.824 -0.25
F 8.006 -9.516 2.982 0.11
F 6.972 -7.669 3.922 0.08
F 8.835 -7.557 0.900 0.17
F 9.824 -7.367 2.774 0.20
H 9.876 -4.698 2.739 0.14
H 9.808 -5.294 1.021 0.14
H 8.406 -1.870 0.468 0.17
H 6.874 -8.341 2.005 0.17
C 0.589 4.400 0.740 -0.08
C -0.014 5.728 0.452 -0.48
C -1.479 5.549 -0.196 -0.27
F -2.128 4.538 0.440 0.09
F -2.198 6.664 -0.044 0.09
F 0.057 6.389 1.603 0.15
F 0.849 6.264 -0.416 0.13
O 0.552 3.496 -0.379 0.03
C 1.750 2.830 -0.591 -0.49
C 1.650 1.956 -1.893 -0.36
F 2.693 1.252 -2.132 0.16
F 0.590 1.145 -1.829 0.12
F 2.744 3.764 -0.846 0.10
F 2.047 2.238 0.562 0.17
H 0.072 3.905 1.562 0.15
H 1.614 4.596 1.053 0.15
H -1.449 5.439 -1.280 0.17
H 1.607 2.639 -2.741 0.17
C -6.103 3.545 7.318 -0.26
S -4.541 2.524 7.353 0.81
O -3.333 3.353 7.743 -0.56
C -5.135 1.433 8.708 -0.27
H -7.081 3.072 7.415 0.05
H -6.109 4.196 6.443 0.04
H -5.965 4.224 8.159 0.04
H -5.102 1.979 9.650 0.05
H -4.444 0.601 8.846 0.04
H -6.106 1.019 8.437 0.05
C -2.366 3.159 -8.362 -0.24
S -0.954 3.407 -9.607 0.80
O 0.341 2.866 -9.158 -0.56
C -1.503 2.437 -11.094 -0.25
H -2.782 2.156 -8.263 0.04
H -3.249 3.702 -8.697 0.04
H -2.025 3.426 -7.362 0.04
H -2.485 2.740 -11.458 0.05
H -1.701 1.409 -10.793 0.04
H -0.693 2.381 -11.822 0.05
C 1.413 10.616 -4.504 -0.26
S -0.309 11.043 -4.868 0.81
O -1.233 9.858 -4.715 -0.56
C -0.631 12.010 -3.401 -0.29
H 1.720 10.931 -3.506 0.05
H 2.141 10.721 -5.308 0.05
H 1.238 9.545 -4.397 0.04
H -0.589 11.350 -2.534 0.06
H -1.644 12.397 -3.286 0.05
H 0.036 12.862 -3.263 0.05
C -4.462 -2.612 0.301 -0.27
S -4.125 -4.139 1.310 0.86
O -4.740 -5.343 0.546 -0.59
C -2.377 -4.112 0.769 -0.29
H -3.681 -1.853 0.357 0.04
H -5.280 -2.124 0.831 0.03
H -4.542 -2.791 -0.771 0.06
H -2.286 -4.100 -0.317 0.06
H -1.830 -4.930 1.237 0.05
H -1.896 -3.187 1.088 0.04
C 3.207 -4.274 8.570 -0.26
S 1.841 -3.656 7.457 0.83
O 0.641 -3.480 8.343 -0.59
C 2.419 -1.908 7.347 -0.26
H 3.340 -3.655 9.457 0.05
H 4.137 -4.373 8.010 0.04
H 3.032 -5.282 8.947 0.04
H 2.793 -1.597 8.322 0.05
H 1.685 -1.260 6.868 0.05
H 3.298 -1.940 6.703 0.04
C -0.528 -16.067 -2.363 -0.08
C -0.845 -15.356 -1.262 -0.08
C -0.296 -14.088 -1.081 0.00
C 0.587 -13.481 -1.977 -0.09
C 0.903 -14.216 -3.143 -0.05
C 0.367 -15.572 -3.324 0.04
C 1.761 -13.687 -4.231 -0.31
O 1.983 -14.295 -5.233 0.12
C 2.321 -12.283 -3.983 -0.04
C 3.255 -11.718 -4.918 0.01
C 3.776 -10.447 -4.686 -0.08
C 3.422 -9.714 -3.550 -0.04
C 2.588 -10.346 -2.586 -0.02
C 2.090 -11.598 -2.759 -0.10
C 1.059 -12.101 -1.750 -0.26
O 0.765 -11.488 -0.720 0.09
H -0.917 -17.074 -2.395 0.11
H -1.562 -15.763 -0.565 0.11
H -0.790 -13.603 -0.252 0.12
H 0.599 -16.021 -4.278 0.11
H 3.552 -12.225 -5.823 0.11
H 4.565 -9.995 -5.269 0.10
H 3.795 -8.703 -3.479 0.10
H 2.332 -9.757 -1.718 0.12
C -2.595 -9.772 -6.849 -0.07
C -2.825 -8.656 -6.139 -0.08
C -2.304 -7.440 -6.542 0.01
C -1.526 -7.374 -7.709 -0.09
C -1.177 -8.541 -8.429 -0.06
C -1.767 -9.760 -7.987 0.03
C -0.103 -8.549 -9.462 -0.30
O 0.074 -9.474 -10.239 0.11
C 0.811 -7.403 -9.361 -0.08
C 2.035 -7.431 -10.068 0.01
C 2.890 -6.330 -10.085 -0.09
C 2.577 -5.125 -9.531 -0.06
C 1.304 -5.010 -8.922 0.01
C 0.470 -6.141 -8.783 -0.06
C -0.853 -6.091 -8.013 -0.26
O -1.187 -5.019 -7.498 0.08
H -2.951 -10.729 -6.496 0.11
H -3.434 -8.575 -5.251 0.11
H -2.466 -6.507 -6.024 0.12
H -1.547 -10.724 -8.423 0.12
H 2.330 -8.284 -10.660 0.12
H 3.869 -6.334 -10.542 0.11
H 3.294 -4.324 -9.626 0.11
H 0.847 -4.110 -8.538 0.11
C -6.057 15.271 6.025 -0.05
C -6.819 16.449 5.969 -0.07
C -6.796 17.448 6.937 -0.02
C -5.807 17.397 7.885 -0.07
C -4.872 16.290 7.896 -0.06
C -5.030 15.225 6.984 0.00
C -3.732 16.312 8.895 -0.28
O -2.818 15.515 8.808 0.10
C -3.811 17.379 9.947 -0.07
C -2.811 17.300 10.931 -0.01
C -2.856 18.033 12.103 -0.06
C -3.903 18.946 12.227 -0.05
C -4.973 19.006 11.300 0.00
C -4.884 18.262 10.153 -0.11
C -5.878 18.435 9.025 -0.24
O -6.752 19.297 9.090 0.09
H -6.078 14.573 5.201 0.10
H -7.646 16.408 5.276 0.10
H -7.401 18.335 6.821 0.12
H -4.362 14.377 7.023 0.11
H -2.006 16.591 10.799 0.12
H -2.147 17.938 12.913 0.11
H -3.826 19.577 13.100 0.10
H -5.812 19.685 11.356 0.12
```

The gap between HOMO and LUMO comes out at 7.64 eV. As for the total charge: 0. The value obtained for the HOMO energy is -8.7 eV.

Record 5
# C21H56O7

A cluster of 7 separate species, C21H56O7 in total (wB97M-V/def2-TZVPD, the OMol25 dataset).

The geometry in XYZ format:
```
84
Properties=species:S:1:pos:R:3:lowdin_charge:R:1
C 1.121 3.545 -3.421 -0.06
C 2.156 3.422 -4.568 -0.47
C 3.566 3.152 -4.053 -0.06
O 1.965 2.362 -5.497 -0.07
H 1.168 4.574 -3.063 0.07
H 1.383 2.879 -2.599 0.07
H 0.178 3.314 -3.916 0.08
H 2.086 4.271 -5.247 0.13
H 3.966 3.828 -3.297 0.08
H 4.223 3.203 -4.922 0.08
H 3.694 2.173 -3.592 0.08
H 1.581 2.633 -6.334 0.09
C -5.504 10.635 -0.730 -0.03
C -4.995 9.466 -1.608 -0.52
C -4.201 10.003 -2.791 -0.05
O -4.191 8.690 -0.830 -0.04
H -4.687 11.235 -0.327 0.08
H -5.998 10.281 0.175 0.05
H -6.110 11.363 -1.269 0.08
H -5.801 8.862 -2.024 0.13
H -3.253 10.411 -2.439 0.08
H -4.595 10.846 -3.359 0.08
H -4.080 9.234 -3.554 0.08
H -4.578 8.482 0.023 0.04
C -7.300 6.982 0.914 -0.05
C -6.499 7.830 1.883 -0.45
C -6.907 7.796 3.383 -0.03
O -5.140 7.442 1.706 -0.08
H -7.356 5.919 1.149 0.08
H -7.198 7.188 -0.152 0.08
H -8.357 7.221 1.031 0.08
H -6.567 8.874 1.574 0.11
H -7.263 6.821 3.716 0.08
H -7.652 8.542 3.659 0.07
H -6.117 8.221 4.002 0.08
H -4.924 6.654 2.210 0.07
C -0.864 11.119 2.385 -0.06
C -1.822 10.010 2.051 -0.48
C -1.479 8.566 2.497 -0.04
O -3.191 10.273 2.420 -0.06
H 0.190 11.052 2.114 0.08
H -0.762 11.249 3.462 0.08
H -1.291 12.023 1.950 0.08
H -1.830 10.020 0.962 0.12
H -1.209 8.549 3.553 0.08
H -0.603 8.218 1.948 0.07
H -2.310 7.880 2.336 0.06
H -3.722 9.630 1.945 0.05
C -1.315 -0.239 -2.603 -0.06
C -0.073 -1.041 -2.809 -0.55
C 0.954 -0.268 -3.651 -0.05
O 0.438 -1.378 -1.573 -0.03
H -2.036 -0.716 -1.939 0.08
H -1.879 -0.150 -3.531 0.08
H -1.119 0.794 -2.315 0.07
H -0.387 -1.927 -3.360 0.13
H 1.504 0.408 -2.997 0.08
H 0.464 0.058 -4.568 0.08
H 1.715 -0.962 -4.010 0.07
H 1.192 -1.966 -1.658 0.10
C -1.857 3.884 -1.215 -0.04
C -1.570 4.976 -0.158 -0.42
C -1.438 6.419 -0.716 -0.03
O -2.722 4.992 0.710 -0.10
H -0.970 3.917 -1.848 0.04
H -2.765 4.079 -1.785 0.09
H -1.845 2.891 -0.765 0.07
H -0.674 4.789 0.433 0.14
H -0.891 6.267 -1.646 0.07
H -0.975 7.094 0.005 0.06
H -2.341 6.916 -1.069 0.07
H -3.405 5.518 0.288 0.08
C -2.352 3.513 3.546 -0.06
C -3.816 3.746 3.929 -0.53
C -3.965 4.511 5.242 -0.05
O -4.409 4.409 2.894 -0.04
H -2.200 2.801 2.735 0.08
H -1.637 3.257 4.327 0.08
H -2.013 4.517 3.287 0.08
H -4.162 2.728 4.106 0.13
H -3.459 4.009 6.066 0.08
H -5.046 4.542 5.381 0.07
H -3.701 5.553 5.420 0.08
H -3.999 4.087 2.088 0.06
```

The gap between HOMO and LUMO comes out at 10.34 eV. As for the total charge: 0. The SMILES is CC(C)O.CC(C)O.CC(C)O.CC(C)O.CC(C)O.CC(C)O.CC(C)O. The value obtained for the HOMO energy is -9.7 eV. For the energy above the lowest of the compared OMol25 structures with the same formula, charge and spin, the calculation gives 2.955 eV.

Record 6
# C3H3O3

The ion C3H3O3 with charge -1 (wB97M-V/def2-TZVPD, the OMol25 dataset).

The geometry in XYZ format:
```
9
Properties=species:S:1:pos:R:3:nbo_charge:R:1
C 0.983 0.197 -0.506 -0.74
C 0.146 0.052 0.736 0.45
O 0.636 0.203 1.843 -0.61
C -1.533 -0.408 0.363 0.76
O -2.206 0.583 0.194 -0.74
O -1.692 -1.628 0.298 -0.75
H 2.056 0.019 -0.522 0.20
H 0.957 1.304 -0.975 0.22
H 0.653 -0.322 -1.430 0.22
```

The gap between HOMO and LUMO comes out at 7.58 eV. As for the total charge: -1. The SMILES is CC(=O)C(=O)[O-]. The value obtained for the HOMO energy is -3.4 eV. For the energy above the lowest of the compared OMol25 structures with the same formula, charge and spin, the calculation gives 0.801 eV.

For the records above, the corresponding M values read 451.232, 480.648, 62.972, 1479.468, 420.672, 87.054 g mol⁻¹.
For the records above, the corresponding DFT total energy values read -57161.9489, -44824.2330, -13384.0555, -189564.1108, -37015.3921, -9302.8735 eV.